[1]
The following is a quantum chemistry calculation of a cluster of 3 separate species, C2H10O2S2 in total in a non-equilibrium geometry, from the OMol25 dataset.

Its multiplicity is 1. Its total energy is -1029.02903 a.u. The calculation puts the frontier orbital gap at 9.6 eV. The SMILES is CCSS.O.O. The value obtained for the energy above the lowest of the compared OMol25 structures with the same formula, charge and spin is 18.75 kcal per mole. The molar mass comes out at 130.2 g mol⁻¹. Its HOMO energy is -9.21 eV.

Each line ends with the Löwdin charge.
Atoms and positions in Å:
H (-2.609, 3.239, 2.131)  0.022
H (-0.325, -0.794, 0.953)  0.061
H (6.512, -2.109, 0.181)  0.017
O (5.984, -2.126, -0.599)  -0.030
H (-2.385, 0.029, 0.242)  0.075
S (-0.662, -2.263, -0.825)  0.414
H (0.492, -0.139, -0.493)  0.066
H (5.236, -1.616, -0.351)  0.012
C (-0.426, -0.600, -0.114)  -0.641
H (-1.824, 0.712, -1.326)  0.049
C (-1.528, 0.436, -0.325)  -0.187
H (-1.344, 3.353, 2.892)  0.015
O (-2.124, 3.847, 2.688)  -0.042
H (-2.501, -1.454, -2.621)  -0.201
S (-1.216, -1.781, -2.766)  0.310
H (-1.281, 1.266, 0.332)  0.058

[2]
The following is a quantum chemistry calculation of the molecule C5H8N2 in a non-equilibrium geometry, from the OMol25 dataset.

Its multiplicity is 1. Its total energy is -304.76489 a.u. The calculation puts the frontier orbital gap at 9.5 eV. The SMILES is CCn1ccnc1. The value obtained for the energy above the lowest of the compared OMol25 structures with the same formula, charge and spin is 44.31 kcal per mole. The molar mass comes out at 96.1 g mol⁻¹. Its HOMO energy is -8.61 eV.

Each line ends with the Löwdin charge.
Atoms and positions in Å:
C (2.273, -0.830, 0.279)  -0.147
H (-1.828, -0.837, 1.108)  0.075
H (-2.967, 0.334, 0.408)  0.074
H (3.312, -0.740, -0.034)  0.103
H (-1.155, 1.208, -1.090)  0.121
H (1.036, 2.041, -0.309)  0.123
H (-1.393, -0.520, -1.356)  0.119
C (1.215, 1.001, -0.104)  -0.207
H (0.416, -2.117, -0.248)  0.113
C (-1.915, 0.151, 0.645)  -0.077
C (-1.071, 0.221, -0.620)  -0.207
N (0.334, 0.001, -0.345)  -0.118
H (-1.586, 0.898, 1.375)  0.080
N (2.341, 0.556, 0.334)  0.010
C (0.988, -1.196, -0.118)  -0.061

[3]
The following is a quantum chemistry calculation of the molecule C3H6N2O in a non-equilibrium geometry, from the OMol25 dataset.

Its multiplicity is 1. Its total energy is -302.67059 a.u. The calculation puts the frontier orbital gap at 9.5 eV. The SMILES is C=CNC(N)=O. The value obtained for the energy above the lowest of the compared OMol25 structures with the same formula, charge and spin is 14.13 kcal per mole. The molar mass comes out at 86.1 g mol⁻¹. Its HOMO energy is -8.74 eV.

Each line ends with the Löwdin charge.
Atoms and positions in Å:
N (2.277, -0.563, -0.082)  0.146
H (3.225, -0.265, 0.213)  0.124
H (-0.065, -1.227, 0.029)  0.139
C (-1.170, 0.554, -0.084)  -0.208
H (-2.523, -1.071, 0.216)  0.071
C (-2.375, 0.023, 0.011)  -0.015
H (-3.227, 0.654, -0.006)  0.031
C (1.258, 0.393, 0.006)  -0.577
O (1.417, 1.593, 0.028)  0.055
H (2.103, -1.511, -0.048)  0.051
H (-0.913, 1.638, -0.251)  0.136
N (-0.008, -0.217, -0.032)  0.048

[4]
The following is a quantum chemistry calculation of a cluster of 2 separate species, C7H5Cl2FN2O3 in total in a non-equilibrium geometry, from the OMol25 dataset.

Its multiplicity is 1. Its total energy is -1625.15876 a.u. The calculation puts the frontier orbital gap at 7.9 eV. The value obtained for the energy above the lowest of the compared OMol25 structures with the same formula, charge and spin is 52.78 kcal per mole. The molar mass comes out at 255.0 g mol⁻¹. Its HOMO energy is -7.75 eV.

Each line ends with the Löwdin charge.
Atoms and positions in Å:
C (-2.479, -0.488, -2.007)  -0.402
Cl (-0.770, 4.355, -0.443)  0.673
F (1.726, -1.234, 1.844)  -0.085
C (-0.494, 0.303, 1.304)  -0.367
C (-0.771, 2.765, 0.268)  -0.635
Cl (-2.281, 0.805, 3.298)  0.737
N (0.833, -1.837, -0.051)  0.116
O (-0.651, -0.961, 1.711)  -0.066
C (-1.278, 1.287, 1.968)  -0.553
N (0.210, 0.622, 0.213)  0.094
H (0.068, -2.255, -0.573)  0.107
O (-3.383, 0.154, -2.326)  0.229
O (-1.528, -1.108, -1.804)  0.196
H (0.633, 1.885, -1.178)  0.121
C (0.545, -1.911, 1.455)  -0.218
H (-2.033, 3.214, 1.916)  0.097
H (0.923, -0.759, -0.105)  0.094
H (1.496, -2.573, -0.212)  0.128
C (0.018, 1.822, -0.306)  -0.159
C (-1.409, 2.520, 1.473)  -0.108

[5]
The following is a quantum chemistry calculation of a cluster of 3 separate species, C34H36BF3O3 in total in a non-equilibrium geometry, from the OMol25 dataset.

Its multiplicity is 1. Its total energy is -1867.33387 a.u. The calculation puts the frontier orbital gap at 4.4 eV. The value obtained for the energy above the lowest of the compared OMol25 structures with the same formula, charge and spin is 21.69 kcal per mole. The molar mass comes out at 560.5 g mol⁻¹. Its HOMO energy is -5.79 eV.

Each line ends with the Löwdin charge.
Atoms and positions in Å:
C (1.835, -3.377, 1.397)  -0.093
C (1.626, 2.332, -1.997)  -0.254
H (-4.254, 2.687, -2.294)  0.106
H (0.151, 0.831, -3.683)  0.107
C (0.282, 2.478, -1.482)  -0.020
H (6.368, 1.035, -5.438)  0.090
F (-5.490, 0.072, -1.745)  0.105
H (-2.384, -1.198, -2.503)  0.111
H (-4.149, 2.166, 2.104)  0.107
H (-1.826, 0.608, -5.186)  0.105
O (0.857, -2.413, 0.973)  0.086
H (-4.032, 1.550, -4.501)  0.104
C (-1.554, -1.787, 0.753)  -0.058
H (0.353, 3.551, 0.923)  0.091
H (3.934, 4.252, -3.674)  0.117
C (0.405, 2.630, 1.513)  -0.079
H (0.279, -3.589, 4.525)  0.136
H (-2.248, 3.206, -0.964)  0.086
C (-3.789, -1.336, -0.874)  -0.122
C (1.718, -3.835, 2.881)  -0.509
H (2.335, 2.016, 0.810)  0.067
H (6.205, 0.311, -3.797)  0.093
H (-0.261, -4.735, 3.264)  0.137
H (2.558, -3.281, 4.792)  0.089
C (-2.161, 2.575, -1.850)  -0.039
H (0.383, 1.588, 4.052)  0.106
C (2.286, 3.488, -2.511)  -0.018
C (3.469, 3.388, -3.208)  -0.004
H (2.810, -2.894, 1.225)  0.135
H (-2.974, -1.766, 2.387)  0.118
H (-0.409, -1.516, -1.071)  0.114
B (-0.358, -2.311, 1.598)  -0.587
H (4.039, 0.024, -2.785)  0.103
C (-0.613, 1.735, 3.624)  -0.029
F (-4.689, -1.477, -3.082)  0.108
H (-4.947, -1.369, 0.953)  0.125
H (1.757, -4.235, 0.708)  0.135
C (-2.045, 2.456, 1.804)  -0.023
H (-2.173, 2.896, 0.814)  0.075
H (2.131, -5.656, 3.984)  0.094
H (1.855, 0.206, -1.629)  0.116
C (-0.879, 2.058, -2.204)  -0.212
C (-1.731, 1.422, 4.381)  -0.093
H (1.564, -5.906, 2.317)  0.089
H (1.805, 4.462, -2.432)  0.118
H (-3.900, 1.308, 4.429)  0.101
C (-3.277, 2.335, -2.632)  -0.093
C (4.081, 2.120, -3.375)  -0.271
H (0.100, 3.351, -0.854)  0.070
O (-0.563, -2.732, 2.886)  0.093
H (3.231, -5.363, 2.610)  0.094
C (-3.160, 1.656, -3.852)  -0.096
C (0.261, -3.776, 3.439)  -0.089
C (5.672, 0.785, -4.635)  -0.062
C (-3.954, -1.440, 0.507)  -0.005
H (2.327, -1.918, 3.663)  0.095
F (-6.009, -2.046, -1.422)  0.121
C (-1.914, 1.138, -4.232)  -0.097
H (-1.625, 1.034, 5.394)  0.103
H (4.889, 0.108, -5.007)  0.094
C (3.530, 0.987, -2.726)  -0.020
C (2.627, -2.969, 3.743)  -0.047
O (5.129, 2.066, -4.237)  -0.097
C (2.194, -5.278, 2.956)  -0.059
C (-1.402, -1.525, -0.618)  0.000
C (-3.017, 1.570, 3.844)  -0.091
C (-0.715, 2.258, 2.284)  -0.232
C (-2.836, -1.660, 1.311)  -0.013
C (2.309, 1.092, -2.074)  -0.041
C (-4.992, -1.209, -1.775)  -0.516
C (-2.517, -1.332, -1.433)  -0.002
H (3.669, -3.071, 3.415)  0.090
H (1.672, 1.072, 2.179)  0.074
C (1.757, 2.077, 1.741)  -0.101
C (-3.153, 2.073, 2.544)  -0.089
C (-0.805, 1.279, -3.403)  -0.031
H (2.351, 2.669, 2.455)  0.088

[6]
The following is a quantum chemistry calculation of a cluster of 13 separate species, C35H39F11N2O37 in total in a non-equilibrium geometry, from the OMol25 dataset.

Its multiplicity is 1. Its total energy is -5349.03751 a.u. The calculation puts the frontier orbital gap at 10.4 eV. The value obtained for the energy above the lowest of the compared OMol25 structures with the same formula, charge and spin is 0.00 kcal per mole. The molar mass comes out at 1288.7 g mol⁻¹. Its HOMO energy is -10.98 eV.

Each line ends with the Löwdin charge.
Atoms and positions in Å:
H (-4.833, -3.413, 2.726)  0.109
O (4.335, 0.521, -4.282)  0.088
O (-3.463, -0.393, -1.927)  0.038
H (-5.734, -1.776, -3.800)  0.169
C (5.562, -4.775, 3.416)  -0.028
H (4.083, -5.412, 4.991)  0.169
H (0.767, -0.141, 4.655)  0.124
H (-2.118, 1.959, 3.001)  0.125
H (6.494, -4.379, 3.807)  0.145
H (1.249, -1.732, 0.616)  0.154
C (-0.689, 3.687, -2.664)  -0.058
C (4.431, -4.555, 4.419)  -0.291
H (-4.677, 2.191, -2.002)  0.133
H (-4.001, -2.394, -2.152)  0.122
C (2.060, 0.740, -4.287)  -0.276
H (-5.406, -2.471, 1.253)  0.091
H (2.018, -3.777, -2.876)  0.081
C (1.232, 5.246, 0.133)  -0.541
F (2.339, 0.815, 2.979)  0.048
O (-0.076, 1.952, 0.038)  0.179
N (4.005, -4.337, -2.710)  -0.455
O (-1.008, 5.951, -2.563)  0.150
O (4.335, 2.474, -1.022)  0.052
O (-5.895, 2.253, -0.328)  0.099
C (4.802, 3.090, 1.108)  -0.273
C (2.605, -4.425, -2.238)  0.027
H (0.839, 5.106, -3.189)  0.165
O (-1.689, 0.270, 4.073)  0.067
C (-5.119, -1.007, -3.343)  -0.259
O (3.127, -3.247, 1.585)  0.145
C (3.847, 2.249, 0.291)  -0.074
H (-1.777, -6.071, -1.356)  0.172
H (-1.476, 5.722, 1.577)  0.145
F (-3.365, 3.273, 0.848)  0.071
F (-0.562, 5.108, -4.602)  0.066
C (3.834, -0.244, 5.355)  -0.534
H (-2.861, 0.416, 2.383)  0.105
H (3.260, 0.755, -2.500)  0.127
C (1.724, -0.652, 4.736)  -0.073
C (0.046, 0.774, 0.063)  -0.525
F (1.059, 1.264, -3.528)  0.063
H (-4.263, 2.215, 4.077)  0.171
H (0.716, 4.941, 3.145)  0.170
C (-2.146, 0.290, 5.324)  -0.558
O (1.187, 0.104, -0.272)  0.122
O (-3.102, 5.880, -1.690)  0.170
C (0.881, -1.271, -0.303)  -0.271
O (-2.149, -4.921, -4.367)  0.092
O (6.433, 2.423, -1.820)  0.206
O (-2.456, -2.173, 2.414)  0.088
O (-3.369, 0.868, 5.395)  0.145
O (2.687, 1.815, -4.973)  0.130
C (-0.396, 5.857, 1.537)  -0.042
F (-1.392, -4.133, -1.590)  0.042
O (-2.057, 0.469, -3.448)  0.188
H (2.785, 2.487, 0.289)  0.118
O (3.339, -4.206, 3.592)  0.132
O (-4.187, -4.040, -4.289)  0.183
H (4.581, 4.147, 1.226)  0.171
O (6.004, 2.878, 0.365)  0.131
C (5.682, 2.539, -0.924)  -0.546
H (-4.854, -1.650, 2.755)  0.078
C (-4.752, -2.520, 2.112)  0.079
C (-1.269, -5.571, -3.473)  -0.047
O (4.758, -0.105, 6.071)  0.195
H (-2.670, 2.082, -0.572)  0.144
H (-0.273, -5.143, -3.545)  0.129
H (-5.113, -1.356, -1.172)  0.133
F (4.784, -3.559, 5.271)  0.084
C (-0.637, -1.261, -0.449)  -0.040
C (3.820, -3.766, 2.408)  -0.563
H (-1.044, -2.176, -0.030)  0.101
C (-2.582, 1.006, 3.250)  -0.056
H (-4.809, 3.783, -1.195)  0.138
O (-4.059, -0.449, -4.052)  0.159
C (-3.613, 2.306, -0.082)  -0.281
H (-0.175, 6.799, 2.045)  0.142
C (-3.305, -4.633, -3.759)  -0.552
C (2.557, -0.442, 3.511)  -0.288
O (-3.101, -2.991, 0.542)  0.038
O (4.203, -3.787, -3.768)  0.072
O (2.537, -0.201, 5.799)  0.088
O (-1.530, -0.173, 6.238)  0.167
H (-0.666, 2.865, -3.374)  0.121
H (2.358, -5.485, -2.239)  0.103
C (-5.516, 1.179, 0.361)  -0.584
O (1.981, 5.322, -0.779)  0.195
H (3.881, 1.180, 0.520)  0.142
F (-6.036, -0.004, -3.005)  0.035
O (-1.964, 4.016, -2.146)  0.064
C (-4.726, 2.710, -1.046)  -0.014
N (-3.324, -2.517, 1.646)  -0.406
H (2.522, -4.095, -1.206)  0.082
O (4.862, -4.840, -2.023)  0.075
O (3.866, -0.526, 4.021)  0.135
H (3.163, -0.840, -3.256)  0.124
C (-1.926, -5.297, -2.103)  -0.258
H (5.711, -5.820, 3.149)  0.142
H (-1.047, -1.091, -1.444)  0.132
O (1.366, 4.415, 1.201)  0.126
H (1.689, 0.024, -5.022)  0.175
O (-3.257, -5.033, -2.464)  0.132
H (2.311, -1.125, 2.699)  0.144
C (0.375, 4.688, 2.141)  -0.286
C (-3.838, 1.216, 4.107)  -0.262
O (5.130, -3.967, 2.318)  0.107
F (-4.844, 0.369, 3.736)  0.054
C (4.024, 1.617, -5.010)  -0.553
F (1.460, -1.878, -1.384)  0.054
O (0.044, 5.880, 0.192)  0.080
H (-1.251, -6.638, -3.706)  0.143
C (-3.081, -0.069, -3.196)  -0.532
C (3.230, 0.226, -3.457)  -0.067
O (-0.914, -0.119, 0.376)  0.067
H (1.524, -1.715, 4.901)  0.149
O (-4.189, 1.183, 0.569)  0.101
C (-0.242, 5.019, -3.272)  -0.281
H (-0.012, 3.430, -1.846)  0.114
F (4.865, 2.553, 2.360)  0.062
C (-2.119, 5.354, -2.108)  -0.558
F (-0.450, 3.602, 2.314)  0.042
O (4.795, 2.295, -5.600)  0.191
C (-4.461, -1.410, -2.037)  -0.045
O (-6.246, 0.357, 0.835)  0.153

[7]
The following is a quantum chemistry calculation of the molecule C13H15N5O4S in a non-equilibrium geometry, from the OMol25 dataset.

Its multiplicity is 1. Its total energy is -1477.25164 a.u. The calculation puts the frontier orbital gap at 7.6 eV. The SMILES is COc1ccc(NC(=O)CSc2nncc(=O)n2N)cc1OC. The value obtained for the energy above the lowest of the compared OMol25 structures with the same formula, charge and spin is 34.77 kcal per mole. The molar mass comes out at 337.4 g mol⁻¹. Its HOMO energy is -7.72 eV.

Each line ends with the Löwdin charge.
Atoms and positions in Å:
N (-0.382, -0.790, -0.693)  0.113
C (1.955, -0.682, 0.014)  0.054
H (2.197, 2.874, -1.377)  0.121
H (1.867, -1.682, 0.397)  0.090
H (5.983, 0.899, -0.269)  0.093
H (-5.120, 1.521, 2.846)  0.117
C (-2.142, -2.469, -0.561)  -0.344
H (-5.313, 0.302, -2.208)  0.089
C (2.110, 1.871, -0.991)  0.000
H (3.434, -1.905, 2.026)  0.101
H (6.196, 2.632, 0.082)  0.093
H (-1.119, -0.244, -1.123)  0.082
N (-3.481, -0.686, 1.146)  0.003
C (-0.685, -2.051, -0.332)  -0.519
N (-3.960, 0.005, 2.162)  0.036
O (4.324, 2.146, -0.395)  -0.072
N (-4.629, 0.679, -0.365)  -0.082
H (5.413, 1.570, 1.279)  0.095
H (5.165, -2.056, 1.635)  0.095
H (-2.150, -3.384, -1.152)  0.089
C (-4.753, 1.006, 1.971)  -0.043
C (4.178, -1.845, 1.227)  -0.071
C (5.539, 1.772, 0.213)  -0.077
O (4.267, -0.543, 0.698)  -0.112
H (3.940, -2.580, 0.453)  0.101
C (-5.185, 1.466, 0.671)  -0.401
C (3.156, 0.008, 0.116)  -0.180
H (-2.596, -2.663, 0.412)  0.082
C (0.921, 1.181, -1.090)  -0.029
S (-3.213, -1.291, -1.424)  1.018
N (-4.889, 1.056, -1.674)  0.096
O (0.074, -2.864, 0.149)  0.070
O (-5.925, 2.383, 0.384)  0.068
C (-3.808, -0.352, -0.071)  -0.571
H (-5.515, 1.864, -1.617)  0.100
C (0.840, -0.109, -0.583)  -0.215
H (0.064, 1.643, -1.557)  0.111
C (3.242, 1.317, -0.397)  -0.202

[8]
The following is a quantum chemistry calculation of the molecule C5H8O2, from the OMol25 dataset.

Its multiplicity is 1. Its total energy is -345.75298 a.u. The calculation puts the frontier orbital gap at 10.5 eV. The SMILES is O=CCC1(O)CC1. The value obtained for the energy above the lowest of the compared OMol25 structures with the same formula, charge and spin is 32.61 kcal per mole. The molar mass comes out at 100.1 g mol⁻¹. Its HOMO energy is -9.59 eV.

Each line ends with the Löwdin charge.
Atoms and positions in Å:
O (0.036, -0.674, -1.587)  0.017
C (2.090, 0.279, 0.287)  -0.213
C (0.791, -0.362, 0.718)  -0.077
C (-0.317, -0.236, -0.311)  -0.541
H (-1.201, 1.525, 0.736)  0.102
C (-1.292, 0.905, -0.154)  -0.062
H (-1.639, 1.428, -1.040)  0.107
H (-1.996, -0.872, 1.043)  0.105
H (-2.308, -0.969, -0.761)  0.111
C (-1.734, -0.525, 0.047)  -0.070
H (2.841, 0.431, 1.089)  0.124
O (2.359, 0.604, -0.850)  0.051
H (1.022, -1.418, 0.925)  0.138
H (0.851, -0.198, -1.819)  0.079
H (0.497, 0.082, 1.677)  0.128